# 1
Density functional theory data (ωB97M-V/def2-TZVPD) for a 2-piece molecular cluster, C5H12N2 overall in a non-equilibrium geometry.

HOMO in eV: -8.178
Total charge: 0
Kohn-Sham gap in eV: 7.1

Structure (XYZ):
```
19
C5H12N2 (ωB97M-V/def2-TZVPD)
C 0.563 1.738 -0.200
C 0.892 0.415 -0.885
C 0.784 -0.861 0.021
N -2.746 -2.047 0.523
C -1.678 -1.583 -0.061
C -0.578 -1.059 0.649
N 1.613 2.089 0.792
H -0.435 1.822 0.244
H 0.717 2.522 -0.972
H 1.819 0.565 -1.434
H 0.159 0.243 -1.733
H 1.086 -1.789 -0.469
H 1.555 -0.648 0.839
H -3.158 -2.777 -0.056
H -1.551 0.280 -0.547
H -1.508 -1.724 -1.135
H -0.624 -1.278 1.713
H 1.813 1.244 1.308
H 1.277 2.849 1.404
```

natural (NBO) atomic charge list, values in e, 6 entries: C -0.2338; C -0.3996; C -0.4837; N -0.7456; C -0.0221; C -0.0311

=====

# 2
Density functional theory data (ωB97M-V/def2-TZVPD) for one molecule with the formula C4H8O2.

HOMO in eV: -9.677
Total charge: 0
SMILES string: OCC1COC1
Kohn-Sham gap in eV: 10.5

Structure (XYZ):
```
14
C4H8O2 (ωB97M-V/def2-TZVPD)
O 2.090 0.974 0.377
C 1.262 -0.097 -0.027
C -0.168 0.221 0.377
C -1.127 0.700 -0.728
O -1.889 -0.516 -0.665
C -1.119 -0.984 0.449
H 3.002 0.740 0.170
H 1.571 -1.038 0.457
H 1.324 -0.256 -1.117
H -0.146 0.844 1.276
H -1.738 1.574 -0.471
H -0.678 0.851 -1.720
H -1.719 -1.047 1.367
H -0.665 -1.966 0.253
```

natural (NBO) atomic charge list, values in e, 6 entries: O -0.7186; C -0.0537; C -0.2943; C -0.0484; O -0.5368; C -0.0491

=====

# 3
Density functional theory data (ωB97M-V/def2-TZVPD) for a 2-piece molecular cluster, CH3BrO overall in a non-equilibrium geometry.

HOMO (spin up / spin down) in eV: -9.459 / -9.458
Total charge: 0
Kohn-Sham gap (spin up / spin down) in eV: 9.3 / 9.3

Structure (XYZ):
```
6
CH3BrO (ωB97M-V/def2-TZVPD)
C 0.366 0.012 -0.361
O 0.889 0.276 0.837
Br 1.235 -1.325 -1.398
H -1.513 -0.180 -0.399
H 0.297 0.924 -0.887
H 0.574 -0.534 1.409
```

Just the natural (NBO) charges please, in e? Sure, here they are: C -0.0069; O -0.6792; Br 0.0293; H -0.0099; H 0.1772; H 0.4895

=====

# 4
Density functional theory data (ωB97M-V/def2-TZVPD) for C15H26MnN3O2S4 as an isolated structure in a non-equilibrium geometry.

HOMO (spin up / spin down) in eV: -15.756 / -15.977
2S+1: 5
Total charge: +2
Kohn-Sham gap (spin up / spin down) in eV: 6.2 / 8.7

Structure (XYZ):
```
51
C15H26MnN3O2S4 (ωB97M-V/def2-TZVPD)
Mn 0.386 0.053 0.032
C -3.073 -0.376 0.657
C -2.439 -0.655 2.009
S -0.765 -0.006 2.277
C -0.954 1.784 2.533
C -1.562 2.611 1.411
S -0.724 2.466 -0.213
C -2.135 2.205 -1.330
C -2.361 0.775 -1.834
S -1.906 -0.593 -0.731
H -3.484 0.627 0.584
H -3.877 -1.089 0.484
H -2.315 -1.727 2.170
H -3.068 -0.270 2.812
H 0.057 2.111 2.774
H -1.562 1.892 3.432
H -1.489 3.661 1.687
H -2.615 2.381 1.269
H -1.931 2.834 -2.195
H -3.015 2.618 -0.842
H -1.765 0.581 -2.722
H -3.408 0.622 -2.098
C 4.202 -0.718 -3.463
C 3.135 -0.971 -4.526
C 1.881 -0.126 -4.351
S 0.595 -0.637 -3.182
O 1.100 -0.164 -1.787
C 0.623 -2.459 -3.254
C 1.517 -3.171 -2.244
C 0.896 -3.398 -0.870
H 5.074 -1.342 -3.655
H 3.843 -0.942 -2.458
H 4.530 0.324 -3.486
H 2.893 -2.035 -4.576
H 3.539 -0.707 -5.504
H 1.300 -0.053 -5.275
H 2.123 0.886 -4.016
H 0.921 -2.682 -4.278
H -0.426 -2.740 -3.142
H 2.462 -2.648 -2.143
H 1.751 -4.148 -2.670
H 0.802 -2.473 -0.297
H 1.527 -4.057 -0.275
H -0.097 -3.847 -0.945
O 1.717 0.777 1.012
N 2.744 0.888 1.823
C 3.635 -0.021 1.899
C 3.509 -1.245 1.153
N 3.308 -2.178 0.517
C 4.746 0.167 2.783
N 5.644 0.250 3.495
```

natural (NBO) atomic charge list, values in e, 6 entries: Mn 1.3686; C -0.5265; C -0.5590; S 0.3956; C -0.5454; C -0.5268

=====

# 5
Density functional theory data (ωB97M-V/def2-TZVPD) for C15H12HfN4O2Se as an isolated structure.

HOMO in eV: -14.999
Total charge: +2
Kohn-Sham gap in eV: 7.3

Structure (XYZ):
```
35
C15H12HfN4O2Se (ωB97M-V/def2-TZVPD)
Hf -0.289 -0.866 0.012
C 2.903 0.894 -2.547
C 3.143 2.134 -1.983
C 2.460 2.516 -0.834
C 1.543 1.649 -0.285
N 1.293 0.441 -0.846
C 1.978 0.066 -1.947
C 0.745 1.937 0.937
C 0.827 3.105 1.660
C 0.025 3.258 2.785
C -0.829 2.238 3.165
C -0.861 1.088 2.405
N -0.103 0.944 1.298
H 3.423 0.562 -3.434
H 3.864 2.808 -2.428
H 2.651 3.477 -0.382
H 1.754 -0.914 -2.346
H 1.504 3.892 1.363
H 0.076 4.174 3.360
H -1.459 2.320 4.039
H -1.508 0.260 2.660
O -2.366 -1.335 1.045
C -2.747 -1.681 -0.089
C -3.417 -2.935 -0.580
C -2.579 -3.227 -1.874
C -1.614 -2.073 -1.851
O -0.382 -2.019 -2.037
N -2.120 -1.010 -1.125
H -4.467 -2.738 -0.796
H -3.352 -3.726 0.163
H -3.180 -3.199 -2.783
H -2.048 -4.175 -1.833
Se 2.955 -2.893 2.557
C 1.585 -2.586 1.615
N 0.591 -2.386 0.935
```

natural (NBO) atomic charge list, values in e, 6 entries: Hf 2.5017; C -0.2183; C -0.0694; C -0.1946; C 0.1718; N -0.6321

=====

# 6
Density functional theory data (ωB97M-V/def2-TZVPD) for one molecule with the formula C4H5NO3 in a non-equilibrium geometry.

HOMO in eV: -10.184
Total charge: 0
SMILES string: NC(=O)/C=C\C(=O)O
Kohn-Sham gap in eV: 9.8

Structure (XYZ):
```
13
C4H5NO3 (ωB97M-V/def2-TZVPD)
N 2.352 -0.091 0.449
C 1.108 0.268 -0.110
O 0.843 1.378 -0.357
C 0.106 -0.880 -0.415
C -1.183 -0.828 -0.202
C -2.147 0.182 0.120
O -3.300 -0.072 0.301
O -1.800 1.422 0.017
H 2.589 -0.910 0.816
H 2.909 0.955 0.588
H 0.723 -1.541 -0.399
H -1.559 -1.558 -0.571
H -0.642 1.675 -0.238
```

natural (NBO) atomic charge list, values in e, 6 entries: N -0.8322; C 0.6850; O -0.6137; C -0.2210; C -0.1819; C 0.7164

=====

Number 1: energy -307.0200 Ha. Number 2: energy -307.6325 Ha. Number 3: energy -2689.0225 Ha. Number 4: energy -3644.9979 Ha. Number 5: energy -3397.3472 Ha. Number 6: energy -435.7588 Ha.